[1]
26
Properties=species:S:1:pos:R:3:lowdin_spin:R:1 method="wB97M-V/def2-TZVPD" s_squared=6.05 multiplicity=5 charge=+2 homo_ha="-0.5895 / -0.6150"
H 3.3204 -0.8366 -2.8061 0.0001
H 1.7726 -0.2891 3.2216 0.0026
H 2.3035 0.7658 -3.1548 0.0000
C -2.3760 -1.5633 1.1879 0.0787
H -0.2900 1.0788 -1.5310 0.0139
C -0.9878 -1.6220 -0.7474 0.0127
H 1.3886 -0.4407 -0.4104 0.0311
H 1.5240 -0.9509 -3.5151 0.0002
C -0.1509 0.9309 -0.4496 0.1319
H 3.0378 0.3577 1.1704 0.0075
O -2.8390 -2.4936 1.7174 0.0807
H -0.6690 -0.6638 3.0161 0.0059
C -1.0585 1.0530 1.7843 0.1418
C 1.9378 0.4451 1.2212 0.2759
H 1.9049 1.3620 -0.7208 0.0099
H -1.5266 2.5295 0.2125 0.0071
C -3.0101 -0.0420 -1.0229 0.0863
C 1.3014 0.6069 -0.1233 0.0611
C 1.2731 0.0429 2.3148 0.1291
O -3.9544 -0.2514 -1.6688 0.1072
O -0.7864 -2.5741 -1.3846 0.0276
H -1.8347 1.4728 2.4494 0.0141
Fe -1.7253 -0.2599 0.1158 2.4074
B 2.6018 -0.3529 -3.6917 0.0004
C -0.1675 0.0711 2.3505 0.2929
C -0.9897 1.6235 0.4646 0.0739

[2]
32
Properties=species:S:1:pos:R:3:mulliken_charge:R:1 method="wB97M-V/def2-TZVPD" charge=+2 homo_ha=-0.5189
N -3.2990 3.2776 0.5170 -0.3915
Be 3.5828 0.6765 -2.5203 0.5385
S -2.9446 4.4715 -0.7535 0.3775
H -1.7230 -1.8358 0.9815 0.3324
C -1.0407 0.9308 -1.7798 -0.3289
H -4.2154 -1.6546 1.8991 0.3564
H 4.2844 -0.6989 0.0979 0.4412
H 1.0902 -1.9304 0.3714 0.3030
C -0.0651 -1.7545 -1.6143 -0.9316
H 0.1146 -1.6741 -2.7798 0.3534
C 2.2967 -0.4856 -1.0963 -0.2799
C -1.7675 -0.7888 0.4448 -0.3947
S 2.5349 0.1274 1.7979 0.8725
N -1.9522 3.5849 -1.9105 -0.4334
I -1.9080 -0.2520 4.4954 0.1707
O -4.6172 -1.0515 2.5926 -0.4247
H 3.6977 1.0695 -0.1872 0.3169
H 1.9086 -2.7922 -1.1058 0.4253
O 0.9911 0.2505 1.8019 -0.3499
H -0.6476 -2.7443 -1.3892 0.3665
C 1.3687 -1.7937 -0.7569 -0.4052
C 3.3159 -0.0240 0.1020 -0.8178
H 2.9893 -0.8008 -2.0163 0.3361
C -1.8656 2.2405 -1.2214 0.3882
C -2.6312 1.9555 0.2030 0.2798
Cl 3.2544 -1.5144 2.9274 -0.1040
C -0.9610 -0.5221 -0.9884 0.4301
H 1.6924 0.4575 -1.4801 0.2893
C -2.6127 0.5241 1.0227 0.1989
H -0.4569 1.0159 -2.8141 0.4202
O 3.1327 1.4093 2.4689 -0.5213
P -3.5468 0.3262 2.6907 0.1860

[3]
26
Properties=species:S:1:pos:R:3:nbo_charge:R:1 method="wB97M-V/def2-TZVPD" smiles="CC(=O)C1=C(Br)[C@H](C(C)=O)N2C=CCN12" homo_ha=-0.2821
C 2.1597 3.1360 0.3967 -0.7284
C 0.6428 1.3608 -0.5733 -0.1330
O 0.4993 2.0077 1.7097 -0.5196
H -1.4445 -2.2897 -0.8585 0.2062
C 1.0119 -2.4304 0.4285 0.5656
N -0.6482 0.7717 -0.4991 -0.2672
C -1.7361 -1.2955 -0.5074 -0.2471
C 0.6875 -1.0490 -0.0155 -0.0270
H -2.5135 -1.4037 0.2603 0.1988
N -0.6088 -0.5527 0.0626 -0.2338
Br 3.4437 -0.1727 -0.4586 0.1511
C 1.0301 2.1725 0.6401 0.5697
C 0.2175 -2.8934 1.6177 -0.7167
H 0.8846 1.8268 -1.5260 0.2247
H 1.9619 3.7404 -0.4859 0.2232
H 0.6543 -3.8049 2.0190 0.2395
C -2.1998 -0.4066 -1.6299 -0.2907
H -1.5969 1.5942 -2.2170 0.2209
H -0.8129 -3.0887 1.3295 0.2355
C 1.6045 -0.1411 -0.3724 -0.1254
H 2.2985 3.7763 1.2636 0.2402
C -1.5158 0.7318 -1.5832 -0.0038
H 3.0750 2.5713 0.2217 0.2468
H 0.2053 -2.1141 2.3764 0.2445
H -2.9742 -0.6854 -2.3130 0.2271
O 1.8775 -3.0833 -0.0988 -0.5011

[4]
23
Properties=species:S:1:pos:R:3:nbo_charge:R:1 method="wB97M-V/def2-TZVPD" smiles="O=C(c1ccccc1)C1CC1.Br" homo_ha=-0.3473
H 2.1632 2.4390 3.1436 0.2033
C 0.5143 0.4751 0.3524 -0.1545
H 1.7656 3.4733 1.0687 0.2062
H -0.2908 -3.3868 -2.2409 0.2094
H 1.5315 0.3299 3.6129 0.2118
C -0.3073 -0.4128 -0.6189 0.5678
C 1.6929 1.9294 2.3738 -0.1906
C 1.3583 0.6429 2.6452 -0.2138
H 0.6240 2.2122 -0.9478 0.2292
C 1.4371 2.5461 1.1658 -0.2091
H 0.8775 -2.2333 -0.2963 0.2393
H -2.5194 3.2457 -4.3002 0.2202
H -0.8936 -3.7802 0.0094 0.2033
H 0.5122 -1.1847 1.6572 0.2143
H -2.2133 -2.6574 0.1435 0.2215
C -0.0583 -1.8436 -0.6616 -0.3630
C -1.1588 -2.8861 -0.3357 -0.3649
H -1.5624 -2.1482 -2.3596 0.2375
C 0.8350 1.7872 0.1539 -0.1529
C -0.8708 -2.6440 -1.7639 -0.3686
Br -3.0504 4.1075 -3.1765 -0.2200
O -1.2318 0.1246 -1.2008 -0.5452
C 0.8451 -0.1361 1.5758 -0.1812

[5]
23
Properties=species:S:1:pos:R:3:nbo_charge:R:1 method="wB97M-V/def2-TZVPD" charge=+1 homo_ha="-0.4253 / -0.4406"
H 2.8302 -1.0233 0.1644 0.2319
H -0.2802 2.5812 1.0257 0.2567
C 0.9362 0.2484 -0.6124 0.4166
Cl 4.0795 0.9367 0.7064 0.2020
C -1.5000 1.5618 -0.6172 -0.4773
C -0.2641 -0.7174 -0.9440 -0.4095
N 0.8854 1.4116 -0.3447 -0.3905
C -0.1875 2.2824 -0.1295 -0.2455
H -1.7844 -1.6597 2.4966 0.2324
H 3.6238 0.0685 -1.3630 0.2301
H -2.3117 1.9632 -0.0363 0.2502
H 0.6171 -2.6491 -0.9242 0.2355
C -1.2933 0.1369 -0.2293 0.1592
H -0.2771 -0.8123 -2.0998 0.3098
H 0.0069 3.1609 -0.8896 0.2594
H -1.7229 1.7396 -1.6932 0.2507
C -0.6148 -2.3279 0.8559 -0.2317
H -2.4863 0.4644 1.5210 0.2433
H -0.4733 -3.3242 1.2016 0.2431
C 3.5768 -0.2097 -0.2695 -0.3893
C -1.4813 -1.5161 1.5362 -0.0764
C -0.0796 -2.0334 -0.3676 -0.0689
C -1.7993 -0.2827 1.0124 -0.2318

[6]
25
Properties=species:S:1:pos:R:3:nbo_charge:R:1 method="wB97M-V/def2-TZVPD" smiles="CN(C)[C@H]1N=COc2cc(Cl)ccc21" homo_ha=-0.3108
C 0.4638 -0.6884 -0.0793 -0.1187
C -1.9043 -1.4041 -1.2359 0.3789
N -1.7918 -1.4775 0.0415 -0.4598
H -0.2990 1.9351 2.4857 0.1837
C 2.7621 -0.2401 -0.3879 -0.2392
H 3.6840 -0.0004 0.1153 0.2238
H -1.6196 1.1823 3.2948 0.1901
H -0.9054 1.8523 -0.5163 0.1741
O -0.8143 -1.1335 -2.0350 -0.4772
C 2.7043 -0.5344 -1.7320 -0.0220
Cl 3.9391 -0.0708 -2.8828 0.0062
C 1.6869 -0.4359 0.4445 -0.1848
H 1.3765 -0.8208 -3.3774 0.2332
H 1.6550 -0.2839 1.5233 0.2170
C -1.6969 1.6356 0.2699 -0.4307
C 0.3209 -0.8473 -1.4822 0.3444
H -0.4797 -1.2840 1.7075 0.2078
N -1.3984 0.6079 1.2295 -0.4591
C -0.7956 -0.7452 0.8021 0.0990
C -0.8503 0.9962 2.5166 -0.4091
H -0.1537 0.3468 2.9858 0.1945
H -2.7184 -1.9923 -1.7249 0.2022
C 1.4204 -0.6834 -2.2439 -0.2796
H -2.5543 1.4077 -0.3637 0.2006
H -2.0314 2.6779 0.6450 0.2244

[7]
23
Properties=species:S:1:pos:R:3:nbo_charge:R:1 method="wB97M-V/def2-TZVPD" smiles=CC1(C)c2ccccc2O[C@@H]1Cl homo_ha=-0.3171
C -1.9808 0.3937 -0.4998 0.1056
H 1.4812 -1.0710 1.5453 0.2179
H -1.2346 -2.1374 -1.5423 0.2163
H -0.5392 -2.1076 1.5386 0.2204
C 1.2301 2.2118 -0.6012 -0.2465
H 3.5106 0.4496 1.2824 0.2156
Cl -3.1748 0.8623 0.7103 -0.0616
C 0.1035 1.3853 -0.3089 0.2873
C -0.4940 -1.4098 -1.2704 -0.6083
O -1.1376 1.5073 -0.9089 -0.4827
H 1.2367 3.0319 -1.2897 0.2288
C 2.4873 0.7354 0.8507 -0.2252
C 1.4364 -0.1056 1.0584 -0.2114
H -2.7183 0.1932 -1.2620 0.2223
C -0.9878 -0.6615 -0.0359 -0.1434
H 0.0789 -0.7438 -2.0932 0.2388
H -2.2437 -2.4179 0.6404 0.2250
H -1.9467 -0.9438 1.8479 0.2422
H 0.3668 -2.0671 -0.9505 0.2165
C -1.4595 -1.6179 1.0191 -0.6194
H 3.2897 2.4924 -0.0935 0.2191
C 0.2841 0.1803 0.3561 -0.0489
C 2.4116 1.8402 0.0072 -0.2086

[8]
28
Properties=species:S:1:pos:R:3:nbo_charge:R:1 method="wB97M-V/def2-TZVPD" homo_ha=-0.2387
C -2.9348 9.2452 9.6814 0.4087
O -2.3325 5.5413 12.3112 -0.7169
C -0.6270 9.7402 6.6605 -0.2990
N -3.4768 10.5238 9.9483 -0.5509
H -1.9943 11.0825 7.7224 0.1893
C -1.5298 10.0718 7.6988 -0.1708
C -1.3349 7.6788 8.4236 0.4197
C -1.9522 9.0249 8.5356 -0.2348
H -4.7917 11.1050 11.6210 0.2195
H -0.1786 6.3465 7.2342 0.2249
C -4.1724 10.3669 11.1197 -0.0959
N -3.3386 8.3516 10.5589 -0.6262
C -0.5304 7.3966 7.2786 -0.3037
N -1.8900 7.1091 13.8649 -0.8294
H -3.1558 4.2246 14.1262 0.4190
H -1.8318 7.2989 14.9063 0.3868
Cu -2.5031 6.7521 10.8286 0.8775
C -4.0711 9.0649 11.5173 -0.1084
H -3.5309 11.3047 9.2468 0.4358
H -1.3219 7.6703 13.2593 0.4256
O -1.4390 6.7404 9.3124 -0.8650
C -0.1682 8.4421 6.4418 -0.1862
C -2.3092 5.8785 13.4961 0.7863
N -2.6946 5.0380 14.4781 -0.8196
H -4.5226 8.6408 12.3825 0.2115
H -2.8609 5.4458 15.3822 0.3931
H 0.5259 8.3371 5.5914 0.2084
H -0.3732 10.5173 5.9781 0.2007

Number 1: energy -51726.6412 eV. Number 2: energy -71619.3022 eV. Number 3: energy -87662.9169 eV. Number 4: energy -82636.0286 eV. Number 5: energy -24547.8118 eV. Number 6: energy -28096.1608 eV. Number 7: energy -25117.2147 eV. Number 8: energy -65244.2161 eV.